Record 1
7 unconnected molecules or ions with the total composition C24H48O9S6. Source: the OMol25 dataset; level of theory: ωB97M-V/def2-TZVPD.

Structure (XYZ):
```
87
C24H48O9S6 | the OMol25 dataset | ωB97M-V/def2-TZVPD
H -9.35 -3.99 -2.32
C 2.11 5.58 2.28
H 8.81 0.09 5.22
C 0.49 0.56 -1.92
O 2.51 -0.21 4.91
O -8.53 -5.37 -4.70
C -6.86 -5.05 -7.51
C -4.56 -5.26 -8.86
H 10.02 0.84 3.15
H 3.92 1.51 5.09
H -3.57 -4.88 -9.12
H -2.27 0.31 -8.81
C -0.09 -0.30 -3.09
H -9.46 -5.72 -1.91
H -4.46 -6.27 -8.45
S -5.29 -4.17 -7.62
S 7.73 1.47 3.56
C 1.81 6.36 4.83
H 4.72 -0.19 4.77
S 2.96 5.36 3.86
C -1.24 -1.30 -2.78
C 5.11 3.62 9.17
C -4.38 -0.98 -6.09
H 7.22 0.69 5.76
H 1.83 7.39 4.47
C 5.87 1.16 8.43
C 1.53 -0.05 3.86
H 6.03 3.64 9.75
H 5.05 0.77 9.03
H 1.35 1.30 -2.03
H -2.83 1.05 -7.29
H -10.77 -3.84 -5.88
H -4.54 -1.86 -5.47
S -9.95 -5.35 -4.22
H 1.08 5.22 2.36
S -3.07 -1.35 -7.29
H -11.69 -3.70 -4.36
H 6.75 1.33 9.05
C 0.48 1.17 0.73
H 2.63 5.00 1.52
H 2.11 6.63 2.00
H 4.82 4.64 8.92
C -3.05 0.29 -8.04
H 4.31 3.14 9.75
O 6.56 3.28 6.96
H -5.30 -0.74 -6.62
O 2.78 3.94 4.27
C -9.93 -4.91 -2.47
H 0.81 5.95 4.75
H -10.95 -4.76 -2.12
H 6.12 0.43 7.65
O -1.80 -1.51 -6.52
H -4.08 -0.14 -5.46
H -7.51 -4.52 -6.81
H -7.34 -5.08 -8.49
H -5.18 -5.28 -9.76
C 8.14 0.96 5.24
C -1.83 -1.51 -1.37
H -6.69 -6.06 -7.14
H 4.46 1.29 2.49
H 9.43 2.06 1.98
H -4.02 0.49 -8.51
C -1.26 -0.66 -0.18
C 1.80 0.56 1.40
C 2.11 1.11 2.88
O 7.23 0.27 2.83
H 0.38 -0.15 -4.12
O -5.56 -2.86 -8.28
H 3.66 -0.35 2.55
O 0.45 -0.68 3.75
C -0.13 0.33 -0.52
H -1.66 -1.92 -3.65
H 1.65 -0.58 1.49
H 9.88 2.56 3.63
H -2.65 -2.27 -1.14
C 9.44 1.76 3.03
S 5.36 2.70 7.64
C -10.69 -3.80 -4.79
C 3.68 0.68 3.05
H -1.64 -0.76 0.90
H -10.07 -2.96 -4.50
H 2.73 0.82 0.75
O -0.09 2.24 1.06
C 3.79 0.47 4.64
H 1.87 2.20 3.14
H 8.63 1.79 5.77
H 2.14 6.34 5.87
```

Values from the calculation:
- Total charge: 0
- Molecular weight: 673.04 g mol⁻¹
- DFT total energy: -4009.1686 Eh

***

Record 2
2 unconnected molecules or ions with the total composition C4H9NO3. Source: the OMol25 dataset; level of theory: ωB97M-V/def2-TZVPD.

Structure (XYZ):
```
17
C4H9NO3 | the OMol25 dataset | ωB97M-V/def2-TZVPD
C 1.64 -0.90 -0.31
N -1.63 -0.60 -0.44
C 1.60 0.30 0.60
H 2.71 1.72 -0.54
O 1.46 0.21 1.79
H -1.02 -0.41 1.46
O -3.05 -0.31 1.38
H -2.44 -0.77 -2.14
H 2.30 -0.74 -1.16
H 0.99 1.67 -0.92
H 1.93 -1.78 0.24
C -1.86 -0.45 0.79
H 1.55 2.45 0.58
C 1.72 1.63 -0.11
H 0.62 -1.04 -0.68
H -3.74 -0.36 0.69
O -2.79 -0.63 -1.25
```

Values from the calculation:
- Total charge: 0
- SMILES string: CC(C)=O.O/C=N\O
- Molecular weight: 119.12 g mol⁻¹
- Relative energy (zero: lowest compared OMol25 entry of this formula, charge and spin): 263.3 kJ/mol

***

Record 3
C7H4N2O2S in the gas phase. Source: the OMol25 dataset; level of theory: ωB97M-V/def2-TZVPD.

Structure (XYZ):
```
16
C7H4N2O2S | the OMol25 dataset | ωB97M-V/def2-TZVPD
C 0.80 -0.99 0.90
C 2.40 0.25 -0.36
H 3.37 0.32 -0.73
O -3.26 0.49 -0.54
C -0.19 -0.08 0.60
C 0.23 1.14 -0.17
N -1.52 -0.23 0.41
H 1.97 2.05 -0.97
H 0.22 -1.79 1.24
C 2.06 -0.86 0.48
C -1.84 0.83 -0.35
O -3.97 -1.71 -0.31
H 2.81 -1.73 0.53
N -0.97 1.65 -0.73
C 1.55 1.27 -0.52
S -3.64 -0.62 0.53
```

Values from the calculation:
- Total charge: 0
- Molecular weight: 180.19 g mol⁻¹
- Relative energy (zero: lowest compared OMol25 entry of this formula, charge and spin): 438.7 kJ/mol

***

Record 4
A molecular structure, C37H39Cl2N8O7S3Ta. Source: the OMol25 dataset; level of theory: ωB97M-V/def2-TZVPD.

Structure (XYZ):
```
97
C37H39Cl2N8O7S3Ta | the OMol25 dataset | ωB97M-V/def2-TZVPD
C 4.21 0.38 1.39
H -2.01 5.86 3.16
C 3.95 2.65 2.09
C -0.96 -4.67 -1.19
H 2.46 -4.27 -2.70
H 1.08 2.19 -0.70
H 1.68 -2.83 0.82
H -0.75 -0.93 -2.96
H -1.09 -6.90 3.48
H -1.15 3.68 -0.48
C -3.08 5.83 3.28
O 2.88 -5.60 0.99
C -2.32 3.18 -2.18
H 4.21 -4.44 -2.95
C -1.33 2.18 2.28
C 0.30 -5.23 -1.10
H 2.88 3.56 -1.67
H 5.86 1.70 1.77
H 2.08 -0.01 -3.69
S -2.20 0.68 2.35
H 0.09 -1.74 -5.19
O -4.00 0.58 -4.17
N 3.54 -5.06 -1.11
H -3.64 2.56 2.87
O -3.78 2.76 -4.53
H 4.84 -0.47 1.14
Cl 2.64 -3.84 3.70
O -3.22 -1.06 -2.13
C -3.60 1.80 -3.83
C -5.15 4.56 3.31
C 0.99 -4.23 3.42
H -3.77 -0.08 -3.49
C -2.41 1.09 -1.52
O 3.53 -2.79 -1.86
C 1.27 -4.55 -0.37
C -1.68 -4.91 2.96
C 3.82 2.04 -2.87
H -5.67 3.61 3.21
C -1.22 -3.47 -0.56
H 1.63 -1.58 -3.04
C 1.60 1.87 -1.60
N -0.28 -2.81 0.14
S 0.61 -1.56 2.86
C 0.10 -3.24 3.03
H 2.43 -0.75 1.14
H -2.71 -5.15 2.77
N -1.66 1.72 -0.63
N -0.05 2.24 2.00
S 1.75 0.07 -1.43
Ta -0.62 -0.64 1.04
C -5.85 5.72 3.62
O 0.50 -0.35 -0.57
C -0.21 -0.70 -5.03
H 0.42 -0.06 -5.66
N -1.88 3.38 2.53
N 0.56 1.13 1.71
C 2.64 -5.13 -0.09
H 3.54 2.23 -0.74
O -2.16 -0.85 -0.20
H 0.53 -6.18 -1.57
H -6.92 5.67 3.75
C 2.83 0.23 1.37
H -1.76 -5.16 -1.74
H 3.30 2.25 -3.81
C -0.08 -0.32 -3.56
C -1.22 -3.62 2.80
C 3.01 2.48 -1.66
C -2.83 1.96 -2.55
H 4.45 -5.44 -0.88
C -3.77 4.64 3.14
H 4.45 -2.60 -1.65
H -3.28 7.92 3.69
H 4.77 2.57 -2.90
H -0.39 0.72 -3.42
C 1.34 -0.53 -3.07
C 2.00 1.29 1.70
H 4.38 3.59 2.40
H 1.95 3.33 2.38
C -3.80 6.98 3.58
H 1.28 -6.30 3.87
N -1.63 2.99 -1.04
H 4.06 0.97 -2.84
H -2.19 -3.01 -0.63
C 0.56 -5.55 3.58
H -2.41 4.14 -2.66
C -5.18 6.92 3.74
N -3.10 3.43 2.84
C 4.78 1.59 1.74
C 2.58 2.50 2.08
C -0.76 -5.88 3.35
C -2.63 -0.37 -1.33
C 0.94 -3.35 0.22
H 1.00 2.09 -2.47
Cl -2.35 -2.38 2.25
H -1.24 -0.59 -5.36
H -5.73 7.82 3.98
C 3.44 -4.17 -2.23
```

Values from the calculation:
- Total charge: +2
- Molecular weight: 1055.82 g mol⁻¹
- Relative energy (zero: lowest compared OMol25 entry of this formula, charge and spin): 75.0 kJ/mol

***

Record 5
6 unconnected molecules or ions with the total composition C33H68BFN7O11. Source: the OMol25 dataset; level of theory: ωB97M-V/def2-TZVPD.

Structure (XYZ):
```
121
C33H68BFN7O11 | the OMol25 dataset | ωB97M-V/def2-TZVPD
H -7.27 0.83 -1.92
C 8.32 2.34 -1.11
H -0.53 -0.53 -0.71
H -0.15 -3.16 -0.30
H 9.09 1.51 1.91
C 2.11 -6.72 -3.87
C -7.09 0.45 3.66
H 3.81 3.28 -0.17
C 5.31 1.52 4.34
H -3.11 -4.26 -1.53
H -0.40 -4.89 -0.60
H -7.15 1.26 4.38
H 0.95 -4.06 1.57
O 7.30 2.63 -1.74
H -6.40 2.72 -4.31
H -0.13 1.49 2.23
H -9.17 5.26 1.87
C -2.65 -3.43 -0.98
H -9.43 3.59 2.38
C -0.09 1.11 1.20
N -4.52 -1.03 -2.44
H 5.08 1.92 -1.23
H 4.31 -0.49 1.86
H -7.91 6.74 3.11
O 1.17 -7.49 -0.46
H -0.19 -5.40 1.74
H -6.40 6.85 4.02
H -2.03 1.63 0.34
H 3.95 -0.44 -4.66
H 9.30 0.05 0.94
C -2.53 -0.25 -1.33
H 3.39 -8.62 -0.56
H -0.67 -3.74 2.17
C 1.86 -7.48 -1.47
C 4.32 -0.04 -1.66
C 9.27 1.14 0.90
H 5.36 -0.92 -3.68
C 5.31 0.77 3.03
H 4.80 1.63 -2.91
N 4.24 -0.01 2.75
O -3.77 -0.51 2.56
H -1.90 -2.99 -1.65
B -6.56 0.83 -3.76
H 7.28 1.31 0.24
H 2.25 3.89 -0.82
H -5.29 -0.40 4.40
H 3.79 -0.23 -0.72
N -4.43 0.00 -3.24
O -2.03 -3.87 0.19
C -7.40 4.20 2.48
N 1.43 -6.84 -2.60
C 2.82 3.00 -0.55
O -7.28 0.32 -2.73
H 2.29 -5.67 -4.12
C 3.20 -8.16 -1.53
H -1.73 -1.33 0.31
C 9.69 2.82 -1.53
C 3.05 -0.23 3.55
C 4.38 1.45 -1.91
H -5.57 4.95 2.63
H 2.79 2.70 -2.69
C -6.84 6.59 3.05
H 3.21 -8.94 -2.30
H 10.14 3.44 -0.76
C 2.99 2.11 -1.80
H 4.46 2.21 4.38
H 1.51 -7.16 -4.67
N 8.22 1.58 0.01
C -3.72 -2.38 -0.64
O -5.37 0.11 -4.20
C -3.46 0.91 -3.20
H 0.12 3.14 0.46
C -8.88 4.50 2.59
H -4.72 0.32 0.42
C 2.09 2.25 0.57
O -6.90 1.92 -4.50
C -2.50 0.78 -2.19
H 0.53 -6.41 -2.50
H 0.52 0.21 1.18
H 3.07 -7.23 -3.84
N -5.72 -0.03 3.56
H 2.28 2.69 1.55
C -1.52 -0.42 -0.25
O -3.49 1.92 -4.06
C -3.60 -1.17 -1.52
H -2.13 0.40 1.58
H 2.24 1.32 -1.78
H 3.10 0.34 4.47
H -6.36 -0.17 0.89
H -7.74 -0.37 3.98
H 2.16 0.09 3.00
C -1.51 0.77 0.75
H -6.43 7.27 2.30
H 5.25 0.84 5.18
C -5.49 0.42 1.18
H -7.44 0.82 2.70
H -3.64 -2.09 0.41
N -6.54 5.22 2.71
H 4.11 -2.10 -4.07
H 10.35 1.97 -1.74
H 4.00 -7.45 -1.74
H 0.46 1.89 -0.73
C -0.62 -4.07 0.09
C -0.09 -4.35 1.48
F -1.56 1.72 -2.17
H 10.24 1.50 0.56
C 0.58 2.16 0.32
H 5.32 -0.48 -1.57
C -4.92 -0.07 2.49
C 4.29 -1.05 -3.82
H 2.46 1.22 0.55
H 2.94 -1.28 3.80
O 6.24 0.85 2.24
H -4.72 -2.80 -0.79
O 3.56 -0.73 -2.65
H -9.13 4.85 3.59
H 6.23 2.09 4.40
H -2.67 1.97 -4.58
H -5.79 1.47 1.26
O -6.99 3.08 2.20
H 9.58 3.41 -2.44
```

Values from the calculation:
- Total charge: +1
- Molecular weight: 768.75 g mol⁻¹
- DFT total energy: -2633.7199 Eh

***

Repeat the fourth record exactly.
A molecular structure, C37H39Cl2N8O7S3Ta. Source: the OMol25 dataset; level of theory: ωB97M-V/def2-TZVPD.

Structure (XYZ):
```
97
C37H39Cl2N8O7S3Ta | the OMol25 dataset | ωB97M-V/def2-TZVPD
C 4.21 0.38 1.39
H -2.01 5.86 3.16
C 3.95 2.65 2.09
C -0.96 -4.67 -1.19
H 2.46 -4.27 -2.70
H 1.08 2.19 -0.70
H 1.68 -2.83 0.82
H -0.75 -0.93 -2.96
H -1.09 -6.90 3.48
H -1.15 3.68 -0.48
C -3.08 5.83 3.28
O 2.88 -5.60 0.99
C -2.32 3.18 -2.18
H 4.21 -4.44 -2.95
C -1.33 2.18 2.28
C 0.30 -5.23 -1.10
H 2.88 3.56 -1.67
H 5.86 1.70 1.77
H 2.08 -0.01 -3.69
S -2.20 0.68 2.35
H 0.09 -1.74 -5.19
O -4.00 0.58 -4.17
N 3.54 -5.06 -1.11
H -3.64 2.56 2.87
O -3.78 2.76 -4.53
H 4.84 -0.47 1.14
Cl 2.64 -3.84 3.70
O -3.22 -1.06 -2.13
C -3.60 1.80 -3.83
C -5.15 4.56 3.31
C 0.99 -4.23 3.42
H -3.77 -0.08 -3.49
C -2.41 1.09 -1.52
O 3.53 -2.79 -1.86
C 1.27 -4.55 -0.37
C -1.68 -4.91 2.96
C 3.82 2.04 -2.87
H -5.67 3.61 3.21
C -1.22 -3.47 -0.56
H 1.63 -1.58 -3.04
C 1.60 1.87 -1.60
N -0.28 -2.81 0.14
S 0.61 -1.56 2.86
C 0.10 -3.24 3.03
H 2.43 -0.75 1.14
H -2.71 -5.15 2.77
N -1.66 1.72 -0.63
N -0.05 2.24 2.00
S 1.75 0.07 -1.43
Ta -0.62 -0.64 1.04
C -5.85 5.72 3.62
O 0.50 -0.35 -0.57
C -0.21 -0.70 -5.03
H 0.42 -0.06 -5.66
N -1.88 3.38 2.53
N 0.56 1.13 1.71
C 2.64 -5.13 -0.09
H 3.54 2.23 -0.74
O -2.16 -0.85 -0.20
H 0.53 -6.18 -1.57
H -6.92 5.67 3.75
C 2.83 0.23 1.37
H -1.76 -5.16 -1.74
H 3.30 2.25 -3.81
C -0.08 -0.32 -3.56
C -1.22 -3.62 2.80
C 3.01 2.48 -1.66
C -2.83 1.96 -2.55
H 4.45 -5.44 -0.88
C -3.77 4.64 3.14
H 4.45 -2.60 -1.65
H -3.28 7.92 3.69
H 4.77 2.57 -2.90
H -0.39 0.72 -3.42
C 1.34 -0.53 -3.07
C 2.00 1.29 1.70
H 4.38 3.59 2.40
H 1.95 3.33 2.38
C -3.80 6.98 3.58
H 1.28 -6.30 3.87
N -1.63 2.99 -1.04
H 4.06 0.97 -2.84
H -2.19 -3.01 -0.63
C 0.56 -5.55 3.58
H -2.41 4.14 -2.66
C -5.18 6.92 3.74
N -3.10 3.43 2.84
C 4.78 1.59 1.74
C 2.58 2.50 2.08
C -0.76 -5.88 3.35
C -2.63 -0.37 -1.33
C 0.94 -3.35 0.22
H 1.00 2.09 -2.47
Cl -2.35 -2.38 2.25
H -1.24 -0.59 -5.36
H -5.73 7.82 3.98
C 3.44 -4.17 -2.23
```

Values from the calculation:
- Total charge: +2
- Molecular weight: 1055.82 g mol⁻¹
- Relative energy (zero: lowest compared OMol25 entry of this formula, charge and spin): 75.0 kJ/mol

***

> Which of these has the lowest molecular weight?

C4H9NO3

***

Please write out number 4 again, unchanged.
A molecular structure, C37H39Cl2N8O7S3Ta. Source: the OMol25 dataset; level of theory: ωB97M-V/def2-TZVPD.

Structure (XYZ):
```
97
C37H39Cl2N8O7S3Ta | the OMol25 dataset | ωB97M-V/def2-TZVPD
C 4.21 0.38 1.39
H -2.01 5.86 3.16
C 3.95 2.65 2.09
C -0.96 -4.67 -1.19
H 2.46 -4.27 -2.70
H 1.08 2.19 -0.70
H 1.68 -2.83 0.82
H -0.75 -0.93 -2.96
H -1.09 -6.90 3.48
H -1.15 3.68 -0.48
C -3.08 5.83 3.28
O 2.88 -5.60 0.99
C -2.32 3.18 -2.18
H 4.21 -4.44 -2.95
C -1.33 2.18 2.28
C 0.30 -5.23 -1.10
H 2.88 3.56 -1.67
H 5.86 1.70 1.77
H 2.08 -0.01 -3.69
S -2.20 0.68 2.35
H 0.09 -1.74 -5.19
O -4.00 0.58 -4.17
N 3.54 -5.06 -1.11
H -3.64 2.56 2.87
O -3.78 2.76 -4.53
H 4.84 -0.47 1.14
Cl 2.64 -3.84 3.70
O -3.22 -1.06 -2.13
C -3.60 1.80 -3.83
C -5.15 4.56 3.31
C 0.99 -4.23 3.42
H -3.77 -0.08 -3.49
C -2.41 1.09 -1.52
O 3.53 -2.79 -1.86
C 1.27 -4.55 -0.37
C -1.68 -4.91 2.96
C 3.82 2.04 -2.87
H -5.67 3.61 3.21
C -1.22 -3.47 -0.56
H 1.63 -1.58 -3.04
C 1.60 1.87 -1.60
N -0.28 -2.81 0.14
S 0.61 -1.56 2.86
C 0.10 -3.24 3.03
H 2.43 -0.75 1.14
H -2.71 -5.15 2.77
N -1.66 1.72 -0.63
N -0.05 2.24 2.00
S 1.75 0.07 -1.43
Ta -0.62 -0.64 1.04
C -5.85 5.72 3.62
O 0.50 -0.35 -0.57
C -0.21 -0.70 -5.03
H 0.42 -0.06 -5.66
N -1.88 3.38 2.53
N 0.56 1.13 1.71
C 2.64 -5.13 -0.09
H 3.54 2.23 -0.74
O -2.16 -0.85 -0.20
H 0.53 -6.18 -1.57
H -6.92 5.67 3.75
C 2.83 0.23 1.37
H -1.76 -5.16 -1.74
H 3.30 2.25 -3.81
C -0.08 -0.32 -3.56
C -1.22 -3.62 2.80
C 3.01 2.48 -1.66
C -2.83 1.96 -2.55
H 4.45 -5.44 -0.88
C -3.77 4.64 3.14
H 4.45 -2.60 -1.65
H -3.28 7.92 3.69
H 4.77 2.57 -2.90
H -0.39 0.72 -3.42
C 1.34 -0.53 -3.07
C 2.00 1.29 1.70
H 4.38 3.59 2.40
H 1.95 3.33 2.38
C -3.80 6.98 3.58
H 1.28 -6.30 3.87
N -1.63 2.99 -1.04
H 4.06 0.97 -2.84
H -2.19 -3.01 -0.63
C 0.56 -5.55 3.58
H -2.41 4.14 -2.66
C -5.18 6.92 3.74
N -3.10 3.43 2.84
C 4.78 1.59 1.74
C 2.58 2.50 2.08
C -0.76 -5.88 3.35
C -2.63 -0.37 -1.33
C 0.94 -3.35 0.22
H 1.00 2.09 -2.47
Cl -2.35 -2.38 2.25
H -1.24 -0.59 -5.36
H -5.73 7.82 3.98
C 3.44 -4.17 -2.23
```

Values from the calculation:
- Total charge: +2
- Molecular weight: 1055.82 g mol⁻¹
- Relative energy (zero: lowest compared OMol25 entry of this formula, charge and spin): 75.0 kJ/mol